Computed, not measured: a molecular structure, C19H40MnNP3Se, with ωB97M-V/def2-TZVPD.

Structure (XYZ):
```
65
Properties=species:S:1:pos:R:3:mulliken_charge:R:1
Mn 0.209 -0.248 -0.493 -0.5929
P 1.310 -0.570 -2.478 0.9942
P 1.287 2.507 0.239 0.8506
P -0.357 -2.518 0.286 0.8971
H -1.282 1.735 3.550 0.3292
C -1.049 0.675 3.756 -0.4923
C 0.146 0.285 4.241 -0.6669
H 0.973 0.989 4.366 0.2985
C 0.319 -0.248 -3.990 -1.2750
C 2.845 0.352 -2.834 -1.3289
C 1.900 -2.283 -2.719 -1.2983
C 0.761 3.337 1.731 -0.8796
C 3.093 2.376 0.155 -1.1372
C 0.596 3.242 -1.237 -0.9067
C -1.150 -2.581 1.934 -1.0864
C 1.030 -3.697 0.520 -1.2564
C -1.495 -3.447 -0.806 -1.0982
H -1.865 -0.045 3.582 0.2780
H 0.352 -0.772 4.425 0.3250
H 0.970 -0.427 -4.869 0.4491
H -0.031 0.798 -4.000 0.3767
H -0.554 -0.917 -4.026 0.3847
H 3.186 0.045 -3.834 0.5590
H 3.627 0.105 -2.105 0.3939
H 2.671 1.434 -2.835 0.3052
H 2.376 -2.324 -3.711 0.5628
H 1.074 -3.004 -2.688 0.2671
H 2.641 -2.552 -1.957 0.3411
H 0.924 4.420 1.641 0.4877
H 1.304 2.942 2.599 0.3458
H -0.307 3.147 1.890 0.2143
H 3.542 3.382 0.171 0.4798
H 3.403 1.847 -0.763 0.2069
H 3.452 1.794 1.021 0.3323
H 0.640 4.339 -1.174 0.4901
H -0.455 2.954 -1.356 0.3459
H 1.121 2.941 -2.152 0.2867
H -1.489 -3.608 2.143 0.5272
H -2.011 -1.904 1.967 0.2667
H -0.442 -2.267 2.716 0.2225
H 0.654 -4.602 1.017 0.4929
H 1.814 -3.252 1.147 0.2260
H 1.475 -3.964 -0.449 0.3238
H -1.786 -4.388 -0.317 0.4759
H -1.002 -3.677 -1.759 0.2941
H -2.386 -2.838 -1.012 0.3981
C -3.471 0.844 -0.521 0.5305
C -3.558 1.309 0.800 0.1256
C -4.770 1.865 1.236 -0.6071
C -5.851 1.923 0.343 -0.4679
C -5.762 1.467 -0.979 -0.7620
C -4.554 0.929 -1.422 -0.5008
Se -1.858 0.011 -1.186 0.3948
H 1.089 1.053 0.477 -0.0627
H -2.684 1.218 1.448 0.1289
H -4.822 2.225 2.265 0.4419
H -6.789 2.352 0.709 0.3923
H -6.629 1.533 -1.653 0.4019
H -4.417 0.568 -2.443 0.4155
C 4.045 -1.194 1.854 -1.3427
C 2.965 -0.996 0.946 0.3001
N 2.013 -0.881 0.272 0.4489
H 3.983 -0.476 2.689 0.3446
H 5.013 -1.053 1.352 0.3734
H 4.027 -2.207 2.284 0.4346
```

## Properties
- HOMO (alpha / beta) (eV) = -16.2 / -16.5
- LUMO (alpha / beta) (Eh) = -0.4103 / -0.3670
- net charge = +3
- frontier orbital gap (alpha / beta) (eV) = 5.05 / 6.48
- max |F| (eV/Å) = 3.4
- spin multiplicity = 5